{
  "formula": "C4H8O",
  "method": "the ωB97M-V functional and the def2-TZVPD basis",
  "symbols": ["H", "H", "C", "C", "H", "H", "O", "C", "H", "C", "H", "H", "H"],
  "xyz": [[-0.427, -1.056, 0.927], [1.612, -0.890, -1.475], [-1.628, 0.649, 0.312], [-0.715, -0.551, -0.008], [2.373, 0.996, -0.219], [-1.121, 1.376, 0.957], [1.953, -1.062, -0.547], [1.657, 0.216, 0.060], [-2.524, 0.303, 0.834], [0.431, 0.037, -0.759], [-1.274, -1.263, -0.627], [1.603, 0.079, 1.145], [-1.940, 1.166, -0.601]],
  "lowdin_charge": [0.109, 0.092, -0.105, -0.298, 0.108, 0.075, -0.059, -0.252, 0.074, -0.039, 0.105, 0.117, 0.075],
  "lumo_energy_ev": 0.66,
  "multiplicity": 1,
  "homo_energy_ev": -8.63,
  "molar_mass_da": 72.1,
  "e_above_lowest_kcal_mol": 95.9
}

***

{
  "formula": "C4H8O",
  "method": "the ωB97M-V functional and the def2-TZVPD basis",
  "symbols": ["H", "H", "H", "C", "C", "O", "H", "H", "H", "H", "C", "H", "C"],
  "xyz": [[2.378, 1.424, 1.590], [0.620, 1.667, -0.296], [-1.082, 0.636, -1.304], [2.294, 0.718, 0.764], [-1.019, -0.343, -0.838], [-2.291, -0.641, -0.210], [3.009, 0.978, -0.017], [0.472, -1.117, 0.781], [2.559, -0.260, 1.172], [-0.851, -1.135, -1.573], [0.129, -0.323, 0.123], [-2.264, -1.593, -0.065], [0.909, 0.735, 0.176]],
  "lowdin_charge": [0.069, 0.104, 0.111, -0.104, -0.243, -0.083, 0.074, 0.110, 0.070, 0.115, -0.116, 0.074, -0.179],
  "smiles": "C/C=C/CO",
  "lumo_energy_ev": 1.05,
  "multiplicity": 1,
  "homo_energy_ev": -9.47,
  "molar_mass_da": 72.1,
  "e_above_lowest_kcal_mol": 26.0
}

***

{
  "formula": "C4H8O",
  "method": "the ωB97M-V functional and the def2-TZVPD basis",
  "symbols": ["H", "H", "C", "C", "H", "H", "C", "C", "H", "H", "O", "H", "H"],
  "xyz": [[2.022, 0.479, 0.053], [0.924, 1.340, -1.055], [-0.038, -0.134, 0.178], [-1.446, 0.407, 0.025], [0.101, -0.635, 1.145], [-1.597, 0.786, -0.991], [1.029, 0.923, -0.048], [0.717, -2.309, -0.596], [0.931, 1.740, 0.677], [1.013, -2.301, 0.497], [0.151, -1.171, -0.835], [-1.612, 1.238, 0.720], [-2.195, -0.362, 0.230]],
  "lowdin_charge": [0.084, 0.091, -0.437, -0.046, 0.129, 0.090, -0.045, 0.047, 0.088, 0.005, -0.177, 0.086, 0.084],
  "lumo_energy_ev": 0.95,
  "multiplicity": 1,
  "homo_energy_ev": -8.44,
  "molar_mass_da": 72.1,
  "e_above_lowest_kcal_mol": 69.9
}

***

{
  "formula": "C4H8O",
  "method": "the ωB97M-V functional and the def2-TZVPD basis",
  "symbols": ["H", "H", "O", "H", "C", "H", "H", "H", "C", "H", "C", "C", "H"],
  "xyz": [[1.530, 1.473, 0.353], [-1.034, 1.559, -0.434], [-0.086, -1.586, -0.271], [0.651, -0.873, 1.496], [0.964, -1.286, 0.519], [-2.000, -0.891, 0.258], [-0.700, 0.910, 1.173], [-1.425, -0.572, -1.395], [-1.130, -0.598, -0.341], [1.155, 0.768, -1.263], [-0.535, 0.743, 0.104], [0.956, 0.717, -0.186], [1.653, -0.365, -0.013]],
  "lowdin_charge": [0.099, 0.114, -0.194, 0.062, -0.076, 0.120, 0.107, 0.121, -0.184, 0.106, -0.229, -0.094, 0.048],
  "lumo_energy_ev": 1.00,
  "multiplicity": 1,
  "homo_energy_ev": -8.14,
  "molar_mass_da": 72.1,
  "e_above_lowest_kcal_mol": 98.4
}

***

{
  "formula": "C4H8O",
  "method": "the ωB97M-V functional and the def2-TZVPD basis",
  "symbols": ["H", "H", "C", "H", "H", "H", "O", "H", "H", "C", "C", "C", "H"],
  "xyz": [[0.057, -1.678, 0.261], [2.286, 0.175, -1.073], [-0.055, -0.584, 0.285], [0.104, -0.612, -1.956], [1.510, 1.690, -0.548], [-0.697, 0.837, -1.297], [1.174, 0.036, 0.713], [-2.154, -0.668, 0.786], [-1.076, -0.542, 2.189], [-1.233, -0.205, 1.159], [0.056, 0.069, -1.104], [1.398, 0.600, -0.587], [-1.370, 0.882, 1.172]],
  "lowdin_charge": [0.139, 0.112, -0.388, 0.104, 0.112, 0.106, -0.102, 0.082, 0.080, -0.048, -0.098, -0.182, 0.083],
  "smiles": "C[C@H]1CCO1",
  "lumo_energy_ev": 1.19,
  "multiplicity": 1,
  "homo_energy_ev": -9.56,
  "molar_mass_da": 72.1,
  "e_above_lowest_kcal_mol": 24.2
}

***

{
  "formula": "C4H8O",
  "method": "the ωB97M-V functional and the def2-TZVPD basis",
  "symbols": ["H", "H", "C", "C", "H", "H", "H", "C", "C", "O", "H", "H", "H"],
  "xyz": [[1.095, 1.383, 0.295], [-0.400, 1.114, -1.999], [-0.230, 0.055, 1.621], [0.396, -0.931, -0.995], [-1.148, 0.629, 1.838], [1.313, -0.981, -0.399], [-0.287, -1.023, 1.834], [-0.199, 0.412, -1.203], [-0.807, -0.373, -0.291], [0.885, 0.628, 1.668], [0.883, 1.437, -0.486], [0.327, -1.681, -1.787], [-1.829, -0.669, -0.096]],
  "lowdin_charge": [0.136, 0.111, -0.266, -0.133, 0.099, 0.096, 0.104, -0.131, -0.192, -0.144, 0.099, 0.096, 0.124],
  "lumo_energy_ev": 0.22,
  "multiplicity": 1,
  "homo_energy_ev": -9.36,
  "molar_mass_da": 72.1,
  "e_above_lowest_kcal_mol": 132.3
}

***

{
  "formula": "C4H8O",
  "method": "the ωB97M-V functional and the def2-TZVPD basis",
  "symbols": ["H", "H", "H", "O", "H", "H", "H", "H", "C", "C", "H", "C", "C"],
  "xyz": [[-0.836, -2.185, 0.074], [-0.289, 1.533, -1.174], [1.598, -1.489, -0.214], [0.438, -0.208, 1.736], [-1.196, -0.735, -1.213], [-1.162, 1.887, 0.323], [-0.332, 0.038, 2.331], [0.512, 2.217, 0.439], [-0.547, -1.199, -0.360], [0.019, -0.088, 0.375], [1.142, -0.309, -1.601], [0.838, -0.835, -0.643], [-0.184, 1.375, -0.072]],
  "lowdin_charge": [0.128, 0.075, 0.108, -0.028, 0.142, 0.086, 0.126, 0.122, -0.118, -0.584, 0.126, -0.122, -0.060],
  "smiles": "CC1(O)CC1",
  "lumo_energy_ev": 0.96,
  "multiplicity": 1,
  "homo_energy_ev": -9.64,
  "molar_mass_da": 72.1,
  "e_above_lowest_kcal_mol": 47.0
}

***

{
  "formula": "C4H8O",
  "method": "the ωB97M-V functional and the def2-TZVPD basis",
  "symbols": ["H", "C", "H", "H", "O", "H", "C", "C", "H", "C", "H", "H", "H"],
  "xyz": [[-0.770, 0.242, 0.703], [1.196, -0.850, -0.088], [2.974, 0.391, 0.337], [-2.112, 1.085, 1.454], [1.624, 1.383, -0.779], [-0.623, -1.770, -0.707], [1.998, 0.392, -0.186], [-1.640, 0.854, 0.502], [-1.297, 1.754, -0.011], [0.100, -0.970, -0.836], [-0.153, -0.179, -1.540], [-2.329, 0.302, -0.145], [1.461, -1.578, 0.677]],
  "lowdin_charge": [-0.020, -0.149, 0.113, 0.023, 0.031, 0.081, -0.277, -0.048, 0.034, -0.001, 0.082, 0.031, 0.100],
  "smiles": "C=CC=O.C",
  "lumo_energy_ev": 0.07,
  "multiplicity": 1,
  "homo_energy_ev": -10.06,
  "molar_mass_da": 72.1,
  "e_above_lowest_kcal_mol": 34.8
}

***

{
  "formula": "C4H8O",
  "method": "the ωB97M-V functional and the def2-TZVPD basis",
  "symbols": ["H", "O", "H", "C", "H", "H", "H", "H", "C", "H", "C", "H", "C"],
  "xyz": [[2.757, 0.462, 0.056], [-2.568, -0.457, -0.037], [-2.448, -0.781, 0.862], [0.773, -0.278, -0.095], [-1.951, 1.107, -1.197], [1.653, -2.178, 0.129], [1.512, 1.446, 0.856], [1.647, 1.460, -0.903], [0.755, -1.572, -0.007], [-0.163, -2.138, -0.095], [-1.909, 0.722, -0.198], [-1.785, 1.378, 0.646], [1.727, 0.828, -0.018]],
  "lowdin_charge": [0.076, -0.074, 0.093, -0.166, 0.053, 0.055, 0.071, 0.070, -0.056, 0.037, -0.075, 0.053, -0.137],
  "lumo_energy_ev": [0.91, 0.62],
  "multiplicity": 1,
  "homo_energy_ev": [-7.87, -7.38],
  "molar_mass_da": 72.1,
  "e_above_lowest_kcal_mol": 108.7
}

***

{
  "formula": "C4H8O",
  "method": "the ωB97M-V functional and the def2-TZVPD basis",
  "symbols": ["H", "C", "O", "C", "H", "H", "C", "H", "H", "H", "H", "C", "H"],
  "xyz": [[-1.369, -1.858, -0.418], [-0.963, -0.849, -0.203], [2.061, 1.507, -1.634], [0.189, -0.859, 0.732], [1.168, 1.614, -1.949], [-2.326, 0.353, -1.292], [-1.344, 0.246, -0.817], [2.292, 0.850, -0.982], [1.033, -1.511, 0.539], [-0.749, 1.134, -0.869], [0.744, -0.532, 2.779], [0.065, -0.345, 1.948], [-0.800, 0.250, 2.167]],
  "lowdin_charge": [0.113, -0.200, -0.052, -0.211, 0.013, 0.062, -0.009, 0.024, 0.093, 0.041, 0.059, 0.008, 0.057],
  "smiles": "C=CC=C.O",
  "lumo_energy_ev": 0.97,
  "multiplicity": 1,
  "homo_energy_ev": -9.68,
  "molar_mass_da": 72.1,
  "e_above_lowest_kcal_mol": 45.6
}

***

| no. | E_tot (Eh) |
| --- | --- |
| 1 | -232.29282 |
| 2 | -232.40412 |
| 3 | -232.33426 |
| 4 | -232.28889 |
| 5 | -232.40712 |
| 6 | -232.23475 |
| 7 | -232.37076 |
| 8 | -232.39023 |
| 9 | -232.27245 |
| 10 | -232.37303 |